# 1
Here is one molecule with the formula C13H18N4O3S in a non-equilibrium geometry from the Open Molecules 2025 dataset. Energies are from ωB97M-V/def2-TZVPD.

Geometry as XYZ:
```
39
Properties=species:S:1:pos:R:3:forces:R:3
C -0.652 -2.931 1.702 0.057 0.078 0.023
C -1.066 -3.124 0.462 -0.011 -0.024 -0.140
C -1.843 -4.329 0.036 0.070 0.069 0.093
C -0.789 -2.160 -0.668 -0.185 -0.450 -0.024
N -0.237 -0.908 -0.236 0.010 0.497 0.125
C -0.898 0.116 0.345 0.094 -0.006 -0.071
S -2.606 0.063 0.586 -0.490 -0.169 0.398
C -2.918 1.789 1.087 0.448 -0.162 -0.197
C -2.583 2.816 0.014 -0.215 -0.163 -0.270
C -3.183 2.493 -1.358 -0.048 0.497 0.272
O -2.462 1.510 -2.061 0.385 -0.246 -0.385
N -0.103 1.125 0.685 0.167 0.246 0.190
C 1.132 0.723 0.318 -0.384 -1.239 -0.501
C 1.092 -0.541 -0.256 0.311 0.741 0.320
C 2.262 -1.190 -0.754 -0.168 0.172 0.084
O 2.360 -2.267 -1.304 0.022 -0.226 -0.090
N 3.380 -0.380 -0.534 0.336 -0.267 -0.161
C 3.476 0.874 0.039 -0.066 0.088 0.040
O 4.539 1.441 0.149 0.353 0.111 -0.006
N 2.288 1.429 0.467 0.085 0.015 0.029
C 2.274 2.738 1.080 0.071 0.261 0.115
H -0.859 -3.645 2.480 -0.087 -0.218 0.112
H -0.090 -2.063 2.001 0.103 0.237 -0.022
H -1.330 -4.839 -0.778 -0.005 -0.103 -0.105
H -1.967 -5.022 0.863 -0.030 -0.084 0.028
H -2.828 -4.033 -0.323 -0.111 -0.027 -0.079
H -1.721 -1.956 -1.209 0.110 -0.034 -0.036
H -0.068 -2.613 -1.356 -0.164 0.069 0.003
H -3.981 1.804 1.327 0.005 -0.056 0.055
H -2.332 1.970 1.987 -0.124 0.035 0.060
H -1.497 2.884 -0.076 -0.114 0.137 0.001
H -2.961 3.784 0.351 0.023 0.075 0.004
H -4.192 2.087 -1.248 -0.018 0.098 -0.019
H -3.243 3.415 -1.953 -0.105 -0.106 0.083
H -1.561 1.824 -2.196 -0.069 0.014 -0.011
H 4.265 -0.762 -0.848 -0.157 0.090 0.059
H 1.729 2.691 2.022 0.019 0.042 -0.016
H 3.307 3.037 1.248 -0.127 -0.014 -0.007
H 1.784 3.457 0.421 0.011 0.026 0.046
```
Forces are in eV/Å.

HOMO = -8.01 eV
Spin multiplicity = 1
Energy above the lowest of the compared OMol25 structures with the same formula, charge and spin = 0.085 eV
SMILES string = C=C(C)Cn1c(SCCCO)nc2c1c(=O)[nH]c(=O)n2C
Gap between HOMO and LUMO = 8.5 eV
Largest force on an atom = 1.4 eV/A
Total energy = -36712.500 eV

Atomic partial charges in e from the Mulliken method, atoms 1 to 5: -1.15, 1.36, -1.42, -1.61, 0.14

# 2
Here is C13H18N5O5RhS as an isolated structure from the Open Molecules 2025 dataset. Energies are from ωB97M-V/def2-TZVPD.

Geometry as XYZ:
```
43
Properties=species:S:1:pos:R:3:forces:R:3
Rh -0.071 -1.146 -0.172 -0.057 -0.026 -0.025
C -3.090 -4.726 2.373 0.000 0.000 0.000
O -2.841 -3.974 1.163 0.005 0.008 0.009
C -1.839 -3.154 1.067 0.003 -0.007 0.001
O -1.675 -2.537 0.000 0.018 0.001 0.013
N -0.995 -2.999 2.114 -0.014 0.016 -0.014
N 0.060 -2.083 1.980 0.026 -0.016 -0.031
H -3.972 -5.318 2.159 0.001 -0.002 -0.001
H -3.298 -4.049 3.202 -0.001 -0.001 0.000
H -2.250 -5.387 2.586 0.000 -0.001 -0.002
H -1.147 -3.451 3.002 0.005 -0.004 -0.002
H 0.949 -2.551 2.135 -0.008 -0.009 0.021
H -0.045 -1.317 2.641 -0.006 0.000 0.001
N 5.237 -1.591 -1.642 -0.010 0.001 0.002
C 4.090 -2.217 -1.333 0.053 -0.009 0.011
C 2.923 -1.497 -0.990 -0.031 -0.023 0.000
N 1.812 -2.144 -0.679 0.020 0.030 -0.002
C 1.802 -3.488 -0.701 0.001 -0.001 0.009
C 2.955 -4.169 -1.048 -0.001 -0.010 -0.034
N 4.084 -3.552 -1.356 -0.025 0.024 0.011
H 5.319 -0.592 -1.644 -0.001 0.000 -0.004
H 6.040 -2.148 -1.884 0.000 0.000 -0.003
H 2.898 -0.416 -0.977 0.007 0.001 -0.001
H 0.876 -3.996 -0.469 0.004 -0.006 0.002
H 2.963 -5.252 -1.084 -0.003 -0.001 0.011
C -2.661 6.499 -1.330 0.000 -0.001 0.003
C -1.933 5.285 -0.938 0.005 -0.006 0.004
C -1.781 4.919 0.429 0.003 -0.005 0.003
C -1.078 3.805 0.763 -0.008 0.008 -0.011
C -0.505 3.004 -0.270 -0.002 0.029 0.043
C -0.636 3.338 -1.629 0.022 -0.015 -0.007
C -1.339 4.458 -1.958 -0.005 0.004 -0.011
S 0.479 1.616 0.243 -0.031 -0.044 -0.021
O -0.448 0.749 1.013 0.034 0.038 0.017
O 1.537 2.208 0.991 0.000 0.026 -0.001
O 0.845 0.871 -0.973 0.002 0.001 0.019
H -3.194 6.963 -0.505 0.000 0.000 0.001
H -3.340 6.293 -2.162 0.000 0.003 -0.002
H -1.934 7.223 -1.730 0.000 -0.001 -0.003
H -2.224 5.544 1.193 -0.003 0.003 -0.003
H -0.935 3.518 1.796 0.002 -0.009 -0.002
H -0.177 2.710 -2.380 -0.006 0.003 -0.003
H -1.462 4.751 -2.993 0.001 -0.003 0.000
```
Forces are in eV/Å.

HOMO (spin up / spin down) = -13.91 / -13.92 eV
Charge = +2
Spin multiplicity = 5
Energy above the lowest of the compared OMol25 structures with the same formula, charge and spin = 0.000 eV
Gap between HOMO and LUMO (spin up / spin down) = 7.6 / 3.9 eV
Largest force on an atom = 0.1 eV/A
Total energy = -45286.920 eV

Atomic partial charges in e from the Mulliken method, atoms 1 to 5: 1.00, -0.82, -0.30, 0.94, -0.63

# 3
Here is C13H18NO8PS2Ti as an isolated structure from the Open Molecules 2025 dataset. Energies are from ωB97M-V/def2-TZVPD.

Geometry as XYZ:
```
44
Properties=species:S:1:pos:R:3:forces:R:3
Ti -0.725 1.404 0.063 -0.126 0.315 -0.124
O 1.109 0.859 -3.829 -0.017 0.012 0.035
C 0.613 0.832 -2.605 0.013 0.011 -0.027
O 0.150 1.807 -2.044 0.003 -0.013 0.016
C 0.654 -0.487 -1.924 -0.030 -0.016 0.065
C 1.147 -1.680 -2.409 0.007 0.047 -0.038
C 1.070 -2.795 -1.575 0.010 -0.019 -0.007
C 0.512 -2.683 -0.313 -0.008 0.022 0.016
C 0.043 -1.440 0.090 0.025 -0.045 0.018
N 0.129 -0.394 -0.708 0.023 -0.084 -0.038
C -0.593 -1.107 1.429 0.019 0.076 0.084
O -0.731 -1.947 2.278 -0.013 -0.032 -0.024
O -0.927 0.158 1.503 -0.040 -0.134 0.082
H 1.032 1.765 -4.168 0.010 -0.009 -0.019
H 1.574 -1.732 -3.400 0.004 -0.026 0.004
H 1.446 -3.749 -1.919 0.001 0.004 -0.007
H 0.429 -3.521 0.364 -0.001 0.004 0.004
O -2.402 2.024 -0.263 0.082 0.007 0.005
O -2.138 0.803 -0.936 -0.022 -0.042 -0.066
C -1.331 2.169 4.604 0.016 0.017 0.039
C -0.752 3.320 3.809 0.128 -0.012 0.109
C -1.817 4.242 3.259 -0.004 -0.010 0.003
O 0.029 2.688 2.759 -0.252 -0.097 -0.180
P 0.829 3.401 1.588 0.376 0.072 0.111
S 1.769 5.000 2.073 -0.097 0.097 0.018
S 1.743 1.844 0.701 -0.044 -0.046 -0.060
O -0.439 3.572 0.520 -0.036 -0.120 0.026
C -0.605 4.575 -0.553 -0.016 -0.009 -0.003
C 0.693 4.893 -1.271 0.000 -0.005 0.005
C -1.283 5.802 0.013 0.023 -0.001 0.028
H -1.857 2.553 5.479 -0.014 -0.009 -0.007
H -0.542 1.496 4.934 0.009 0.010 0.009
H -2.028 1.599 3.988 -0.005 0.003 -0.003
H -0.044 3.887 4.419 0.002 0.028 -0.039
H -2.515 3.691 2.625 0.016 0.011 -0.018
H -1.379 5.060 2.691 -0.002 0.005 0.006
H -2.371 4.672 4.095 -0.021 -0.010 -0.006
H -1.288 4.061 -1.229 0.004 0.011 -0.011
H 1.341 5.517 -0.661 0.001 0.000 -0.001
H 0.445 5.433 -2.186 -0.001 -0.004 -0.003
H 1.232 3.985 -1.536 0.001 0.002 0.001
H -0.641 6.285 0.751 0.002 -0.003 0.001
H -2.237 5.545 0.471 -0.004 -0.001 -0.003
H -1.464 6.509 -0.798 -0.019 -0.003 -0.003
```
Forces are in eV/Å.

HOMO = -8.54 eV
Spin multiplicity = 1
Energy above the lowest of the compared OMol25 structures with the same formula, charge and spin = 0.268 eV
Gap between HOMO and LUMO = 7.2 eV
Largest force on an atom = 0.4 eV/A
Total energy = -85722.867 eV

Atomic partial charges in e from the Mulliken method, atoms 1 to 5: 0.29, -0.47, 0.26, -0.29, 0.41

# 4
Here is an isolated ion of composition C13H19Br2ClI3N4OS and charge +1 in a non-equilibrium geometry from the Open Molecules 2025 dataset. Energies are from ωB97M-V/def2-TZVPD.

Geometry as XYZ:
```
44
Properties=species:S:1:pos:R:3:forces:R:3
C 2.805 2.713 1.928 0.210 -0.789 0.075
C 1.988 1.510 2.392 -0.619 0.033 0.188
C 0.546 1.505 1.838 0.538 0.069 0.554
Cl -0.693 1.620 3.093 -0.030 0.051 -0.010
N 0.260 0.495 0.796 0.061 0.724 0.840
C 0.474 0.773 -0.470 -0.302 -0.486 -1.305
C 1.022 2.001 -1.092 0.055 0.482 -0.461
Br -0.236 3.484 -0.860 -0.039 -0.115 0.028
C 1.348 1.785 -2.585 -0.374 1.072 0.124
C 0.164 1.856 -3.530 -0.057 -0.489 0.048
Br 2.561 3.256 -3.049 0.255 -0.292 -0.043
N 0.123 -0.236 -1.255 0.227 0.483 -0.186
C -0.339 -1.168 -0.445 -0.319 -1.042 -0.114
N -0.823 -2.311 -0.987 0.202 -0.315 0.139
S -1.544 -3.585 -0.126 -0.437 -0.067 0.193
C -0.723 -2.382 -2.462 -0.072 -0.664 0.014
C -1.212 -3.736 -2.990 -2.019 -0.526 -0.644
O -2.331 -3.949 -3.389 2.374 0.451 0.770
I 0.363 -5.229 -3.047 -0.354 0.228 0.013
N -0.250 -0.795 0.854 0.227 0.158 0.074
C -0.597 -1.503 2.066 -0.239 0.119 1.458
I 0.944 -1.500 3.585 -0.113 -0.224 -0.112
C -1.983 -1.167 2.675 -0.052 -0.250 -0.461
C -2.891 -0.465 1.695 0.017 -0.003 -0.272
I -2.952 -3.004 3.272 0.169 0.101 0.250
H 2.210 3.596 1.747 -0.148 0.289 -0.049
H 3.382 2.440 1.057 0.074 0.213 -0.522
H 3.539 2.923 2.688 0.212 0.302 0.280
H 2.470 0.572 2.164 0.240 -0.175 -0.168
H 1.883 1.533 3.464 0.070 -0.012 0.394
H 0.429 2.443 1.329 -0.218 0.166 -0.527
H 1.926 2.351 -0.623 0.215 -0.065 0.463
H 1.888 0.865 -2.712 0.361 -0.262 0.117
H 0.328 1.215 -4.382 0.169 -0.142 -0.320
H -0.745 1.516 -3.055 -0.267 -0.108 0.202
H 0.010 2.854 -3.891 -0.146 0.463 -0.084
H -0.472 -4.340 0.197 0.148 0.173 -0.196
H -1.316 -1.608 -2.925 -0.197 0.257 -0.086
H 0.311 -2.308 -2.756 0.349 0.323 -0.103
H -0.595 -2.552 1.888 0.128 -0.347 -0.812
H -1.881 -0.606 3.584 0.009 0.069 0.278
H -2.460 0.470 1.353 0.034 0.267 0.020
H -3.849 -0.259 2.142 -0.296 0.138 0.226
H -3.082 -1.076 0.824 -0.045 -0.260 -0.272
```
Forces are in eV/Å.

HOMO = -12.31 eV
Charge = +1
Spin multiplicity = 1
SMILES string = CC[C@H](Cl)n1c([C@H](Br)[C@@H](C)Br)nc(N(S)CC(=O)I)[n+]1[C@@H](I)[C@@H](C)I
Gap between HOMO and LUMO = 8.6 eV
Largest force on an atom = 2.5 eV/A
Total energy = -209533.811 eV

Atomic partial charges in e from the Mulliken method, atoms 1 to 5: -1.45, -0.57, 0.18, -0.10, 0.53

# 5
Here is C13H19Br6IN2O3S as an isolated structure in a non-equilibrium geometry from the Open Molecules 2025 dataset. Energies are from ωB97M-V/def2-TZVPD.

Geometry as XYZ:
```
45
Properties=species:S:1:pos:R:3:forces:R:3
C 4.579 2.656 0.674 -0.146 0.340 0.211
S 3.940 2.135 -0.960 3.933 -0.390 -2.533
O 4.239 0.741 -1.217 -1.660 0.146 1.439
O 4.681 2.925 -1.939 -1.206 0.822 1.048
C 2.163 2.579 -1.197 -0.853 1.350 0.844
I 1.786 2.659 -3.321 0.141 -0.297 0.372
C 2.029 4.008 -0.681 0.554 -5.298 -2.143
N 1.966 4.985 -0.140 -0.164 3.619 1.735
C 1.154 1.714 -0.376 -0.860 -0.638 -0.129
C 1.296 0.201 -0.593 -0.222 5.577 -0.365
N 1.516 -0.867 -0.852 0.209 -3.617 -1.020
C -0.366 2.077 -0.581 -0.632 -0.243 0.115
C -0.977 2.932 0.565 -0.390 -1.665 0.074
O -0.861 4.104 0.679 0.355 1.335 -0.181
H 5.175 1.806 1.056 -0.723 0.230 -0.159
H 5.293 3.488 0.498 -0.707 -0.457 -0.250
H 3.790 3.010 1.365 0.377 -0.477 -0.277
H 1.372 1.902 0.693 0.028 0.051 -0.802
H -0.935 1.120 -0.598 0.373 0.676 -0.004
H -0.594 2.588 -1.537 0.442 -0.193 0.458
H -1.619 2.394 1.319 0.444 -0.146 -0.480
Br -1.812 -1.495 0.008 -0.043 -0.019 0.049
C -3.755 -1.485 -0.112 0.162 -0.218 -0.048
C -4.229 -0.609 -1.240 -0.212 0.115 0.082
Br -4.108 1.281 -0.774 0.056 0.004 -0.065
H -4.132 -1.175 0.860 -0.020 0.075 -0.096
H -4.034 -2.523 -0.291 0.001 0.069 -0.084
H -5.284 -0.785 -1.444 0.046 -0.020 0.039
H -3.658 -0.746 -2.155 0.029 -0.036 0.102
Br -3.824 -5.415 -0.241 -0.075 0.005 -0.009
C -4.156 -6.125 -2.023 0.130 -0.138 0.206
C -3.213 -5.525 -3.033 -0.115 0.071 -0.229
Br -3.741 -3.710 -3.502 0.064 -0.004 0.063
H -5.202 -5.939 -2.249 0.081 0.043 -0.051
H -3.992 -7.199 -1.936 0.037 0.057 -0.049
H -3.249 -6.083 -3.967 -0.036 0.002 0.058
H -2.186 -5.476 -2.682 -0.087 -0.004 0.055
Br 1.936 0.029 1.907 0.924 -0.763 1.932
C 2.967 -0.053 3.561 -0.374 -0.138 0.004
C 2.346 0.796 4.639 0.268 0.132 0.195
Br 2.702 2.688 4.340 -0.112 -0.027 -0.053
H 3.983 0.243 3.314 -0.064 0.045 0.048
H 2.959 -1.104 3.849 -0.016 0.062 0.028
H 2.790 0.572 5.608 -0.001 -0.007 -0.057
H 1.267 0.683 4.703 0.063 -0.029 -0.074
```
Forces are in eV/Å.

HOMO = -9.90 eV
Spin multiplicity = 1
Gap between HOMO and LUMO = 9.4 eV
Largest force on an atom = 5.7 eV/A
Total energy = -462099.169 eV

Atomic partial charges in e from the Mulliken method, atoms 1 to 5: -0.93, 1.61, -0.63, -0.70, -0.53

# 6
Here is C13H19BrHfSi as an isolated structure in a non-equilibrium geometry from the Open Molecules 2025 dataset. Energies are from ωB97M-V/def2-TZVPD.

Geometry as XYZ:
```
35
Properties=species:S:1:pos:R:3:forces:R:3
C 0.460 -1.407 -1.902 1.004 -0.619 0.007
C 1.457 -0.901 -0.957 1.159 -2.755 -0.728
C 1.378 -1.786 0.222 -0.326 -0.322 -2.061
H 2.365 -0.296 -1.144 -0.958 -0.266 -0.121
C 0.294 -2.699 0.009 0.943 1.098 1.055
C -0.262 -2.445 -1.237 0.065 -0.021 -1.208
H -0.988 -3.109 -1.712 -0.076 0.659 0.169
H 0.488 -1.236 -2.974 -0.505 0.316 0.350
H 2.236 -2.086 0.833 -0.576 0.905 0.246
H 0.052 -3.480 0.727 -0.245 0.235 -0.327
Hf -0.388 0.113 -0.369 -1.260 0.355 -0.121
Br 0.023 2.007 -1.920 1.362 -0.351 0.931
C -3.644 1.735 -1.249 1.276 0.326 0.006
C -4.131 0.477 -1.685 0.586 -1.227 -0.506
C -3.600 0.219 -2.980 -0.261 0.112 0.741
H -4.824 -0.153 -1.142 -0.014 0.027 -0.063
C -2.798 1.318 -3.346 -0.228 0.623 0.636
C -2.823 2.256 -2.281 -0.946 -0.355 -0.370
H -2.336 3.219 -2.253 -0.107 -0.055 -0.048
H -3.865 2.227 -0.312 -0.218 0.064 -0.049
H -3.821 -0.645 -3.594 0.011 0.030 0.053
H -2.244 1.435 -4.270 -0.093 -0.038 0.033
C 1.023 1.725 2.766 -0.081 -0.312 -0.256
Si 1.362 0.138 1.726 1.568 1.386 3.057
C 3.297 0.461 1.560 -0.674 -0.010 -0.681
C 1.770 -1.035 3.230 -0.599 -0.081 -0.195
H 1.035 2.629 2.146 0.091 -0.055 0.169
H 1.867 1.731 3.479 -0.564 0.364 -0.125
H 0.065 1.689 3.295 0.166 0.054 0.079
H 3.540 0.734 2.621 0.056 -0.142 -1.264
H 3.864 -0.444 1.255 -0.190 0.557 0.204
H 3.509 1.288 0.863 0.246 -0.240 0.373
H 2.457 -0.404 3.842 -0.665 -0.666 -0.263
H 0.885 -1.312 3.816 0.248 -0.005 0.094
H 2.299 -1.962 2.939 -0.193 0.412 0.186
```
Forces are in eV/Å.

HOMO (spin up / spin down) = -6.37 / -6.37 eV
Spin multiplicity = 1
Energy above the lowest of the compared OMol25 structures with the same formula, charge and spin = 0.873 eV
Gap between HOMO and LUMO (spin up / spin down) = 4.4 / 4.4 eV
Largest force on an atom = 3.7 eV/A
Total energy = -93011.363 eV

Atomic partial charges in e from the Mulliken method, atoms 1 to 5: -0.24, -0.70, 0.08, 0.45, -0.87